Here is a cluster of 15 separate species, C21H69B2FO16 in total at a distorted geometry from the OMol25 dataset. Energies are from ωB97M-V/def2-TZVPD.

The geometry in XYZ format:
```
109
C21H69B2FO16 (ωB97M-V/def2-TZVPD)
F 0.01 -4.91 1.47
O -3.00 -2.90 5.12
O -1.45 -4.69 5.82
O -1.44 6.93 3.46
O -0.23 0.14 -6.56
O -1.46 -1.32 -2.50
O -2.05 2.39 -11.58
O 5.93 0.07 0.19
O 2.05 -2.03 8.97
O -1.44 0.78 0.67
O 2.91 -2.18 0.98
O 1.83 9.51 0.62
O -3.24 -4.73 8.52
O 2.21 -3.03 -4.32
O 1.40 2.85 -3.21
O 0.02 5.04 0.63
O -3.91 0.44 -9.64
C 0.95 5.09 -0.45
C 2.44 -3.39 -5.68
C 3.36 -0.90 1.40
C -1.16 1.32 -11.31
C 6.12 1.36 0.77
C -4.43 -4.49 7.79
C -3.10 -2.13 0.43
C -0.33 -4.11 6.52
C 0.74 8.60 0.74
C -4.72 -0.57 -9.05
C 1.04 -3.64 3.28
C 2.29 1.78 -2.93
C -0.97 8.19 3.91
C -1.22 -1.67 -3.86
C -0.47 -2.60 6.96
C 3.46 -1.86 8.95
C -0.51 0.83 -0.40
C -0.25 -3.79 2.38
C -1.48 0.48 -7.15
C -2.94 -4.32 2.17
C -3.11 -3.10 1.19
B -1.98 -3.88 4.77
B -1.65 -3.99 3.14
H 7.10 1.40 1.26
H 0.45 8.27 -0.25
H 6.63 -0.05 -0.46
H -1.99 -0.01 0.53
H 0.61 2.47 -3.61
H -0.99 8.91 3.09
H -4.33 -3.57 7.21
H 0.41 5.16 -1.40
H 6.05 2.13 0.00
H -0.15 -1.77 -4.03
H -2.53 -4.81 7.87
H -4.40 -1.54 -9.44
H -2.79 -5.29 1.60
H -1.63 0.62 -10.62
H 0.27 0.96 -6.46
H -1.31 0.93 -8.13
H -1.62 8.55 4.71
H -4.59 -0.57 -7.96
H 1.04 7.74 1.34
H -1.09 -2.02 -1.95
H 1.57 4.19 -0.44
H 3.92 -2.48 9.72
H 3.84 -2.16 7.98
H -0.10 9.11 1.21
H 1.74 -1.76 9.84
H -4.21 1.29 -9.27
H 1.23 -4.60 3.85
H 3.52 -3.48 -5.86
H -1.54 -2.29 7.20
H -2.02 1.17 -6.51
H -2.58 -2.03 5.27
H -0.85 6.64 2.76
H -1.72 -2.62 -4.08
H 1.58 5.96 -0.33
H 0.11 -0.07 -0.39
H -5.26 -4.39 8.49
H -0.53 4.26 0.50
H -0.21 -4.71 7.48
H 5.34 1.52 1.52
H -3.40 -1.37 -0.33
H 3.19 2.18 -2.48
H 2.57 -3.74 -3.78
H 0.67 -4.21 5.99
H -3.88 -4.42 2.79
H -0.31 -2.86 1.71
H 0.05 8.09 4.30
H 3.29 -0.19 0.57
H 0.12 1.71 -0.28
H -1.62 -0.89 -4.51
H 3.49 -2.46 0.27
H 1.94 -3.38 2.64
H -1.05 0.90 -1.35
H -2.84 2.01 -11.99
H 4.39 -0.96 1.75
H -2.06 -0.43 -7.28
H 1.94 -4.33 -5.91
H 3.71 -0.81 9.13
H -4.62 -5.33 7.11
H 1.82 1.08 -2.24
H 2.55 1.27 -3.86
H -0.89 0.81 -12.24
H -0.25 1.72 -10.85
H 2.04 -2.60 -6.32
H 2.07 9.79 1.51
H -5.77 -0.41 -9.30
H 0.81 -2.81 4.03
H 0.03 -1.86 6.24
H 0.10 -2.47 7.95
H 2.72 -0.55 2.22
```

## Properties
* orbital gap: 9.30 eV
* spin multiplicity: 1

These are the Mulliken partial charges, in e, on atoms 1 to 4: atom 1 (F): -0.3710, atom 2 (O): -0.5500, atom 3 (O): -0.6632, atom 4 (O): -0.5081

Here is a structure of composition C27H19BrCl2IrN5OTe4 at a distorted geometry from the OMol25 dataset. Energies are from ωB97M-V/def2-TZVPD.

The geometry in XYZ format:
```
60
C27H19BrCl2IrN5OTe4 (ωB97M-V/def2-TZVPD)
Ir -0.04 0.64 0.99
Te 3.42 2.00 -3.86
Te 0.23 2.47 -4.36
Te 0.04 1.33 -1.88
Te 2.65 0.95 -1.50
Br 4.35 -5.36 1.68
Cl -3.57 1.12 -2.19
Cl -2.53 0.42 3.12
O -0.10 -1.36 1.17
N 1.83 0.66 1.72
N -1.75 0.78 0.30
N -0.11 -1.56 -1.86
N 0.23 2.65 1.03
N -1.70 -4.55 -4.31
C -1.93 -2.99 -2.47
C 0.13 -3.10 -3.67
C 0.90 -2.17 1.28
C 0.68 -3.54 1.04
C 0.61 -2.12 -2.83
C 4.10 3.58 2.21
C 3.65 2.27 2.28
C -0.58 3.61 0.56
C 1.97 4.32 1.33
C -0.19 4.93 0.45
C 1.09 5.30 0.82
C -5.40 0.66 -0.33
C 2.22 -1.76 1.66
C 3.29 4.60 1.72
C 2.95 -4.06 1.52
C -4.05 0.82 -0.56
C 1.49 2.99 1.42
C -5.87 0.41 0.95
C -4.97 0.33 2.01
C -3.06 0.71 0.48
C 3.23 -2.74 1.78
C 1.68 -4.48 1.16
C -1.19 -3.55 -3.51
C -3.63 0.50 1.79
C 2.35 1.94 1.85
C 2.59 -0.42 1.92
C -1.35 -2.02 -1.68
H -5.32 0.14 3.01
H 3.67 5.61 1.63
H 3.62 -0.27 2.25
H -1.57 3.29 0.27
H -6.09 0.74 -1.16
H 1.43 6.32 0.71
H 5.10 3.81 2.53
H 4.24 -2.44 2.04
H -2.95 -3.31 -2.28
H -0.32 -3.83 0.73
H 0.75 -3.52 -4.45
H -0.88 5.65 0.05
H 1.48 -5.52 0.95
H -6.93 0.26 1.13
H -2.71 -4.63 -4.34
H -1.89 -1.58 -0.85
H 4.32 1.51 2.66
H -1.25 -4.69 -5.19
H 1.62 -1.75 -2.94
```

## Properties
* orbital gap (spin up / spin down): 4.68 / 5.40 eV
* spin multiplicity: 6
* total charge: -1

These are the Mulliken partial charges, in e, on atoms 1 to 4: atom 1 (Ir): 0.1683, atom 2 (Te): -0.3394, atom 3 (Te): -0.4050, atom 4 (Te): 0.4763

Here is a structure of composition C19H27N2O2OsPS2 from the OMol25 dataset. Energies are from ωB97M-V/def2-TZVPD.

The geometry in XYZ format:
```
54
C19H27N2O2OsPS2 (ωB97M-V/def2-TZVPD)
Os -0.26 -0.69 -0.40
S -2.07 -0.53 1.20
S -2.03 -0.33 -2.10
P -3.15 -0.77 -0.50
O -3.63 -2.25 -0.67
O -4.50 0.03 -0.39
N 1.12 -2.30 -0.98
N 1.77 0.21 -0.26
C 3.22 0.19 2.32
C 1.57 2.28 -2.72
C 0.76 2.63 -1.47
C 2.01 -0.58 2.85
C -3.62 -4.10 0.88
C 2.46 -3.98 -1.77
C 1.91 3.82 0.41
C -4.07 2.41 -0.86
C 1.57 2.62 -0.20
C 2.68 3.86 1.56
C 3.12 2.68 2.13
C 2.84 1.45 1.56
C 2.75 -0.57 -0.61
C 3.28 -2.94 -1.52
C 2.44 -1.88 -1.03
C 2.08 1.44 0.37
C 1.11 -3.54 -1.42
C -4.41 -2.92 0.37
C -4.62 1.39 0.11
H 3.82 0.50 3.17
H -5.34 -3.22 -0.11
H 1.41 0.05 3.50
H -3.38 -4.78 0.07
H 0.33 3.63 -1.58
H 2.92 4.81 2.02
H 1.36 -0.94 2.04
H 2.33 -1.45 3.42
H -4.64 -2.21 1.16
H 4.35 -2.88 -1.66
H -0.09 1.94 -1.38
H -2.98 2.36 -0.92
H 1.87 1.24 -2.72
H 0.19 -4.10 -1.50
H 0.98 2.46 -3.62
H -4.21 -4.64 1.62
H -4.48 2.26 -1.85
H -5.69 1.52 0.26
H 3.78 -0.23 -0.56
H 1.55 4.75 -0.03
H -4.12 1.44 1.08
H 2.72 -4.95 -2.15
H -2.69 -3.76 1.35
H -4.35 3.41 -0.52
H 2.47 2.89 -2.78
H 3.68 2.71 3.06
H 3.86 -0.46 1.74
```

## Properties
* orbital gap (spin up / spin down): 6.94 / 5.05 eV
* spin multiplicity: 6
* total charge: +1

These are the Mulliken partial charges, in e, on atoms 1 to 4: atom 1 (Os): 0.7981, atom 2 (S): -0.5107, atom 3 (S): -0.4573, atom 4 (P): 0.9669

- Number 1 is which compound?
  C21H69B2FO16

- Number 3 is which compound?
  C19H27N2O2OsPS2

What did the third record say?
Here is a structure of composition C19H27N2O2OsPS2 from the OMol25 dataset. Energies are from ωB97M-V/def2-TZVPD.

The geometry in XYZ format:
```
54
C19H27N2O2OsPS2 (ωB97M-V/def2-TZVPD)
Os -0.26 -0.69 -0.40
S -2.07 -0.53 1.20
S -2.03 -0.33 -2.10
P -3.15 -0.77 -0.50
O -3.63 -2.25 -0.67
O -4.50 0.03 -0.39
N 1.12 -2.30 -0.98
N 1.77 0.21 -0.26
C 3.22 0.19 2.32
C 1.57 2.28 -2.72
C 0.76 2.63 -1.47
C 2.01 -0.58 2.85
C -3.62 -4.10 0.88
C 2.46 -3.98 -1.77
C 1.91 3.82 0.41
C -4.07 2.41 -0.86
C 1.57 2.62 -0.20
C 2.68 3.86 1.56
C 3.12 2.68 2.13
C 2.84 1.45 1.56
C 2.75 -0.57 -0.61
C 3.28 -2.94 -1.52
C 2.44 -1.88 -1.03
C 2.08 1.44 0.37
C 1.11 -3.54 -1.42
C -4.41 -2.92 0.37
C -4.62 1.39 0.11
H 3.82 0.50 3.17
H -5.34 -3.22 -0.11
H 1.41 0.05 3.50
H -3.38 -4.78 0.07
H 0.33 3.63 -1.58
H 2.92 4.81 2.02
H 1.36 -0.94 2.04
H 2.33 -1.45 3.42
H -4.64 -2.21 1.16
H 4.35 -2.88 -1.66
H -0.09 1.94 -1.38
H -2.98 2.36 -0.92
H 1.87 1.24 -2.72
H 0.19 -4.10 -1.50
H 0.98 2.46 -3.62
H -4.21 -4.64 1.62
H -4.48 2.26 -1.85
H -5.69 1.52 0.26
H 3.78 -0.23 -0.56
H 1.55 4.75 -0.03
H -4.12 1.44 1.08
H 2.72 -4.95 -2.15
H -2.69 -3.76 1.35
H -4.35 3.41 -0.52
H 2.47 2.89 -2.78
H 3.68 2.71 3.06
H 3.86 -0.46 1.74
```

## Properties
* orbital gap (spin up / spin down): 6.94 / 5.05 eV
* spin multiplicity: 6
* total charge: +1

These are the Mulliken partial charges, in e, on atoms 1 to 4: atom 1 (Os): 0.7981, atom 2 (S): -0.5107, atom 3 (S): -0.4573, atom 4 (P): 0.9669